(one)
2 unconnected molecules or ions with the total composition C5H12S, computed with the ωB97M-V functional and the def2-TZVPD basis.

Positions of all 18 atoms, in Å:
C (-0.657, -2.204, -1.110)
C (1.776, 0.344, 0.807)
C (2.976, -0.096, 0.643)
C (-1.903, 0.985, 0.498)
C (-0.671, 1.761, -0.007)
S (0.729, 0.698, -0.575)
H (-0.028, -1.558, -0.612)
H (-0.115, -2.617, -1.914)
H (1.482, 0.759, 1.886)
H (3.623, -0.105, 1.467)
H (3.255, -0.516, -0.263)
H (-1.132, -2.939, -0.566)
H (-2.092, 0.880, 1.589)
H (-2.841, 1.517, 0.133)
H (-1.731, -0.048, 0.057)
H (-0.155, 2.535, 0.642)
H (-1.144, 2.172, -0.933)
H (-1.373, -1.570, -1.742)

Results
HOMO level, eV: -8.20
Orbital gap, eV: 9.16

=====

(two)
2 unconnected molecules or ions with the total composition C5H12S, computed with the ωB97M-V functional and the def2-TZVPD basis.

Positions of all 18 atoms, in Å:
C (-2.058, 1.493, -2.470)
S (-2.993, 0.055, -2.547)
C (-2.322, -1.021, -1.284)
H (-1.748, 1.529, -3.541)
H (-2.777, 2.257, -2.196)
H (-1.069, 1.703, -1.952)
H (-1.803, -1.889, -1.571)
H (-3.256, -1.494, -0.851)
H (-2.001, -0.387, -0.415)
C (2.172, -1.166, 1.005)
C (2.672, -0.093, 2.134)
C (1.871, 0.867, 2.798)
H (2.875, -2.021, 1.003)
H (2.279, -0.754, -0.014)
H (1.140, -1.315, 1.136)
H (3.551, -0.483, 2.722)
H (2.613, 1.778, 2.905)
H (0.854, 0.940, 3.137)

Results
HOMO level, eV: -8.25
Orbital gap, eV: 8.91

=====

Most favorable first, least favorable last: (one), (two)

=====

(one)
3 unconnected molecules or ions with the total composition C3H13NO2S, computed with the ωB97M-V functional and the def2-TZVPD basis.

Positions of all 20 atoms, in Å:
C (0.730, 0.571, 0.142)
C (0.523, 0.526, -1.378)
C (1.913, 0.452, -2.058)
S (1.790, 0.966, -3.836)
N (-0.504, 0.876, 0.861)
H (1.120, -0.433, 0.352)
H (1.492, 1.314, 0.349)
H (0.163, 1.468, -1.802)
H (-0.051, -0.347, -1.634)
H (2.563, 1.222, -1.652)
H (2.405, -0.506, -2.052)
H (2.118, -0.250, -4.283)
H (-1.150, 0.097, 0.898)
H (-0.270, 1.317, 1.733)
H (-3.840, -1.142, 1.945)
H (-3.507, -1.990, 0.685)
O (-3.686, -2.043, 1.628)
H (-0.506, -0.403, 2.626)
H (-0.696, -1.302, 3.892)
O (-0.607, -0.391, 3.585)

Results
HOMO level, eV: -9.06
Orbital gap, eV: 9.53

=====

(two)
3 unconnected molecules or ions with the total composition C3H13NO2S, computed with the ωB97M-V functional and the def2-TZVPD basis.

Positions of all 20 atoms, in Å:
C (0.882, -0.591, -2.315)
N (-0.492, -0.430, -1.880)
C (-0.824, 0.707, -1.018)
C (-1.372, 0.179, 0.316)
S (-1.103, 1.331, 1.740)
H (1.535, -0.512, -1.442)
H (1.196, 0.173, -3.033)
H (0.995, -1.633, -2.614)
H (-1.195, -0.474, -2.611)
H (0.058, 1.317, -0.801)
H (-1.538, 1.400, -1.466)
H (-2.453, 0.022, 0.278)
H (-0.957, -0.793, 0.537)
H (0.132, 1.709, 1.350)
H (4.216, 0.965, 0.452)
H (3.483, 2.101, -0.277)
O (3.404, 1.177, -0.034)
H (-0.296, -2.479, 1.228)
H (-0.491, -3.837, 0.617)
O (-0.311, -3.423, 1.454)

Results
HOMO level, eV: -8.86
Orbital gap, eV: 9.39

=====

Most favorable first, least favorable last: (one), (two)